No. 1
C5H4N2O5Pd | ωB97M-V/def2-TZVPD

Computed properties:
E, a.u.: -805.72758
Gap between HOMO and LUMO (spin up / spin down), eV: 10.30 / 5.33
Highest occupied orbital energy (spin up / spin down), eV: -18.97 / -18.83
Expectation value of S²: 2.014
2S+1: 3
Maximum force, eV/A: 7.22
Total charge: +2

CARTESIAN COORDINATES (ANGSTROEM)
Pd1 0.20464 -1.06952 -2.50717
O1 2.77002 -1.11039 -0.86783
O2 0.03418 -0.13889 -5.35367
O3 -0.06841 0.37390 0.58130
O4 -2.21565 -1.98755 -0.93627
O5 -0.77255 4.49774 -0.15358
N1 1.07838 -0.58728 2.37659
N2 -1.26409 -0.11061 2.54481
C1 0.15389 -0.72721 -4.39402
C2 -0.57726 3.48843 -0.60617
C3 -0.07417 -0.07365 1.71942
C4 -1.28759 -1.90500 -1.61251
C5 1.86351 -1.32848 -1.57591
H1 1.86057 -0.13855 1.93137
H2 -0.96245 0.35620 3.38852
H3 -1.83348 0.62552 2.16305
H4 1.09047 -0.16466 3.30207



No. 2
C2H2F6P2 | ωB97M-V/def2-TZVPD

Computed properties:
E, a.u.: -1359.10019
Gap between HOMO and LUMO (spin up / spin down), eV: 5.52 / 6.06
Highest occupied orbital energy (spin up / spin down), eV: -5.33 / -10.35
Expectation value of S²: 2.006
2S+1: 3
Maximum force, eV/A: 4.67
Energy above the lowest of the compared OMol25 structures with the same formula, charge and spin, eV: 1.327

CARTESIAN COORDINATES (ANGSTROEM)
P1 1.28124 -1.64716 0.55735
P2 1.03004 0.51038 0.03482
F1 -0.39696 1.60093 -2.02065
F2 1.17779 0.04894 -2.51380
F3 -1.08471 1.92032 1.19765
F4 -0.81838 -0.43799 -1.79082
F5 -1.45495 -0.13700 0.80776
F6 -0.21096 0.38163 2.39807
C1 -0.48215 0.72869 1.13150
C2 0.18968 0.42106 -1.67300
H1 -0.00849 -2.01939 0.09059
H2 0.77784 -1.37042 1.78055



No. 3
C23H48N2O2P2Re | ωB97M-V/def2-TZVPD

Computed properties:
E, a.u.: -1924.28076
Gap between HOMO and LUMO (spin up / spin down), eV: 6.33 / 3.67
Highest occupied orbital energy (spin up / spin down), eV: -21.19 / -20.86
Expectation value of S²: 3.828
2S+1: 4
Maximum force, eV/A: 6.64
Total charge: +4

CARTESIAN COORDINATES (ANGSTROEM)
Re1 0.16805 0.33232 0.08602
P1 -1.85231 0.45386 -1.19722
P2 1.94476 -1.04103 0.79326
O1 1.21364 -0.36270 -2.70736
O2 1.35623 3.14016 -0.04146
N1 -0.71096 2.57734 3.89441
N2 -0.50965 1.13014 2.12036
C1 3.73911 -3.44795 0.76094
C2 2.42694 -3.02154 -1.32418
C3 0.84617 -0.03666 -1.63729
C4 2.03654 -0.15438 3.47331
C5 2.40241 -1.37407 2.64470
C6 -3.27926 1.34801 -0.29743
C7 -3.90737 0.40847 0.73759
C8 -1.22303 1.27199 -4.00744
C9 3.75967 -0.27579 0.35128
C10 0.94317 2.04176 -0.06601
C11 3.93872 0.13272 -1.12022
C12 -2.89148 2.74839 -2.93912
C13 -2.05612 -1.67081 -3.11152
C14 -0.07664 2.29170 2.69328
C15 -1.68951 1.80979 -2.65189
C16 1.65858 -2.61069 3.17396
C17 -1.46847 0.66195 3.05784
C18 -4.21455 -0.38229 -2.81012
C19 4.13561 0.92577 1.23300
C20 -2.75639 2.64837 0.32479
C21 2.43500 -2.81910 0.19500
C22 -1.61451 1.51223 4.11152
C23 -2.90785 -0.84920 -2.14205
H1 -0.35632 0.60315 -3.93445
H2 2.40004 -0.31872 4.51473
H3 -2.37216 3.36245 -0.41807
H4 -3.79004 2.17141 -3.24605
H5 3.26478 -2.51413 -1.82296
H6 -1.99105 -1.20525 -4.10699
H7 -1.81641 -0.98955 -0.23444
H8 -0.91333 2.13005 -4.63454
H9 -4.61779 -0.29253 0.25270
H10 -3.57723 3.12113 0.88783
H11 3.37173 1.72293 1.14354
H12 1.69924 -2.58524 4.28706
H13 -0.86819 2.43338 -2.23561
H14 4.27302 0.64062 2.28581
H15 -4.88891 0.15430 -2.12467
H16 -4.05190 1.60410 -1.04446
H17 -2.61937 3.40916 -3.79464
H18 3.66893 -0.65405 -1.83627
H19 3.68706 -4.54258 0.57054
H20 0.92903 -0.04609 3.46844
H21 -3.12132 -0.18879 1.24086
H22 2.48546 0.78421 3.08618
H23 5.09643 1.35583 0.89223
H24 1.48829 -2.69205 -1.78690
H25 4.48360 -1.08789 0.55420
H26 4.63418 -3.07444 0.22422
H27 -2.00967 -0.26311 2.89472
H28 0.58818 -2.56962 2.86213
H29 -1.03546 -1.84007 -2.73018
H30 -4.03269 0.22306 -3.71414
H31 -3.18083 -1.48883 -1.28579
H32 1.57097 -3.36585 0.60716
H33 -1.93783 2.40889 1.01685
H34 -2.27190 1.49898 4.99951
H35 -4.44658 1.01365 1.49741
H36 2.09993 -3.56001 2.79850
H37 2.54740 -4.09741 -1.53393
H38 0.66636 2.96523 2.32333
H39 3.87185 -3.30429 1.84619
H40 3.34993 1.03915 -1.35236
H41 -2.54943 -2.64723 -3.24290
H42 -2.03578 0.77709 -4.56468
H43 -0.51589 3.38885 4.47334
H44 0.37587 -1.84795 1.17038
H45 -3.14760 3.40846 -2.09321
H46 -4.74632 -1.29125 -3.14468
H47 4.99731 0.39199 -1.30306
H48 3.49786 -1.52992 2.68918



No. 4
C2H5N4 | ωB97M-V/def2-TZVPD

Computed properties:
E, a.u.: -297.86726
Gap between HOMO and LUMO, eV: 10.20
Highest occupied orbital energy, eV: -15.18
SMILES string: N#CN/[NH+]=C/N
Maximum force, eV/A: 9.54
Energy above the lowest of the compared OMol25 structures with the same formula, charge and spin, eV: 2.346
Total charge: +1

CARTESIAN COORDINATES (ANGSTROEM)
N1 -0.11302 -0.29367 -0.46243
N2 -1.21084 -0.90853 -0.02282
N3 -3.34728 0.66374 0.02203
N4 1.98281 0.53482 -0.13590
C1 -2.50582 -0.04941 0.15835
C2 0.86825 0.08294 0.36436
H1 -0.17458 0.00605 -1.48376
H2 0.59287 -0.12197 1.38723
H3 2.10663 0.83154 -1.08847
H4 -0.97218 -1.36347 0.90248
H5 2.77317 0.61795 0.35891



No. 5
C33H29BaN5O6SSe | ωB97M-V/def2-TZVPD

Computed properties:
E, a.u.: -4825.36880
Gap between HOMO and LUMO, eV: 3.53
Highest occupied orbital energy, eV: -0.38
Maximum force, eV/A: 1.50
Energy above the lowest of the compared OMol25 structures with the same formula, charge and spin, eV: 0.717
Total charge: -2

CARTESIAN COORDINATES (ANGSTROEM)
Ba1 0.23608 -0.55937 0.19944
Se1 3.05809 -1.44189 0.51319
S1 -1.14503 2.44894 2.74501
O1 -1.05357 -2.24417 -1.47089
O2 -1.20291 -2.59174 0.71637
O3 -1.56137 7.07340 7.69474
O4 -1.69801 5.26094 8.93836
O5 -2.06756 -9.14017 -1.95204
O6 -0.28059 -9.31259 -0.78650
N1 0.93832 -0.09600 -2.65068
N2 -2.77313 0.47924 0.01994
N3 1.57113 2.25929 -0.79075
N4 -1.17630 -8.65510 -1.27799
N5 -0.82725 2.26633 -2.40939
C1 -2.16824 -5.08157 -1.46599
C2 0.31785 3.10693 -2.70702
C3 -1.56343 5.86531 7.71678
C4 -1.31042 5.57725 5.27780
C5 1.62294 2.64335 -2.07754
C6 -1.32929 2.81658 5.45851
C7 -2.04214 2.97677 -2.03676
C8 -0.17415 -5.26268 -0.11892
C9 2.79525 2.65876 -2.80380
C10 -1.16197 -2.99210 -0.47560
C11 0.25391 0.44076 -3.66192
C12 1.95032 -0.17816 -5.22663
C13 -1.43461 3.58457 6.59679
C14 -0.15950 -6.63362 -0.31848
C15 -1.43676 4.98824 6.54487
C16 -2.44264 2.83055 -0.55830
C17 2.66007 -0.73018 -4.17732
C18 -1.20217 4.81642 4.13606
C19 -1.17225 -7.20373 -1.07507
C20 3.97287 2.20501 -2.20087
C21 -1.17672 -4.48779 -0.69127
C22 3.92091 1.76202 -0.90182
C23 -5.54254 0.72299 -0.15305
C24 0.72579 0.42576 -4.96535
C25 -4.96400 -0.48914 0.18681
C26 -1.04124 1.12645 -3.29343
C27 -3.33045 1.65247 -0.29077
C28 2.12168 -0.66833 -2.89393
C29 -3.58208 -0.56070 0.26128
C30 2.69577 1.82906 -0.22874
C31 -4.71601 1.80399 -0.39004
C32 -1.21848 3.39650 4.16805
C33 -2.18392 -6.45100 -1.65470
H1 0.47007 3.23796 -3.78942
H2 -2.94925 -6.93760 -2.24030
H3 -1.30230 6.65845 5.21334
H4 -1.33448 1.73723 5.53238
H5 -1.68355 4.30580 8.80921
H6 -1.56209 1.41483 -4.22531
H7 -6.61956 0.82755 -0.21683
H8 2.34237 -0.20649 -6.23751
H9 -1.67802 0.40003 -2.77774
H10 -1.10818 5.30087 3.17205
H11 -3.08865 -1.48375 0.53817
H12 0.61734 -7.25333 0.10255
H13 3.62225 -1.20447 -4.32378
H14 -1.90410 4.04361 -2.23349
H15 -2.98595 3.73242 -0.26255
H16 -2.92388 -4.45526 -1.92434
H17 -5.56033 -1.36663 0.40224
H18 2.65507 1.48821 0.80021
H19 4.89842 2.16988 -2.76453
H20 4.76021 1.31490 -0.38735
H21 2.78077 2.96988 -3.84260
H22 0.14355 0.88650 -5.75443
H23 -5.12333 2.77756 -0.63399
H24 -1.55304 2.78431 0.06790
H25 2.64420 -1.07316 -2.01514
H26 0.59830 -4.77835 0.46942
H27 -1.51746 3.04388 7.53788
H28 -2.87420 2.66381 -2.68307
H29 0.11228 4.09993 -2.30305



Among the records above, which one has the lowest maximum force?
C33H29BaN5O6SSe



What is the formula in the first record?
C5H4N2O5Pd



Which of these has the highest E?
C2H5N4